# 1
Below is C36H62F36N10O27S12 as an isolated structure, with properties calculated with ωB97M-V/def2-TZVPD.

```
183
C36H62F36N10O27S12 ωB97M-V/def2-TZVPD
S 9.7695 24.3779 -6.2161
S 14.2279 17.7726 -5.3163
S 7.7012 22.9371 -5.7272
S 10.3932 13.4508 2.6218
S 4.1487 22.4331 -2.0293
S 5.5767 12.6763 -3.3281
S 12.0347 18.0495 -6.7499
S 8.5958 15.2502 2.6944
S 7.6512 13.3015 -4.7410
S 11.7491 22.4691 4.0001
S 10.3731 20.2420 3.7041
S 3.3696 20.5037 -0.4231
F 5.7317 13.6570 -0.9642
F 10.1428 19.1565 1.2910
F 3.3012 20.9117 2.1644
F 2.4577 22.5304 0.9951
F 5.3466 24.4542 -0.8136
F 11.9482 11.3988 2.1085
F 1.3454 20.6772 1.2530
F 9.8853 19.0821 -7.7619
F 8.1216 14.5318 -7.0009
F 10.2174 11.5033 0.7965
F 11.3083 23.7776 -8.2503
F 10.3760 17.7487 2.8906
F 4.0491 14.4269 -2.0348
F 6.5855 15.4646 0.9504
F 12.0941 18.8733 2.2503
F 6.8130 15.6490 -5.7187
F 12.3568 23.8728 1.8335
F 15.5288 20.0087 -4.6519
F 5.2046 24.5874 -2.9925
F 14.4112 20.2254 -6.4534
F 5.7741 21.2130 -5.6705
F 10.7442 24.7340 3.0256
F 8.4091 16.5321 0.4040
F 11.6567 25.7655 -7.3826
F 12.7893 24.8245 3.7152
F 6.0814 22.2068 -7.6103
F 6.6725 23.3272 -2.0515
F 11.8502 12.8725 0.5087
F 9.9544 25.3999 -8.6499
F 8.9324 15.5480 -5.2534
F 10.6899 20.3060 -6.1769
F 7.0792 17.2581 1.9942
F 3.9344 12.3931 -1.2958
F 7.3686 20.6165 -7.0052
F 9.7216 18.4052 -5.7191
F 16.2180 19.0159 -6.4729
O 2.3360 20.2999 -1.3751
O 12.1106 17.4227 -2.7929
O 4.3444 21.6929 -3.2371
O 13.0874 22.0071 4.1731
O 2.9036 23.1363 -1.9385
O 9.1545 25.6146 -5.8278
O 12.7625 18.5983 -7.8552
O 8.2375 22.2814 -4.5548
O 11.5600 16.7090 -6.9256
O 9.8298 12.6153 3.6398
O 8.9094 13.0021 -4.1392
O 14.6834 17.5796 -3.9660
O 9.4158 16.2380 3.3201
O 10.7111 23.8200 -5.2789
O 11.5296 14.2450 2.9893
O 4.0487 19.3265 0.0388
O 6.7587 23.9837 -5.4829
O 4.5549 12.4967 -4.3241
O 7.1765 12.3543 -5.7058
O 7.6448 16.0502 -2.4220
O 8.9417 20.2867 3.6890
O 14.5851 16.8258 -6.3204
O 7.5888 14.6641 3.5153
O 6.2505 11.4754 -2.9157
O 11.0285 22.8267 5.1755
O 11.0339 19.8350 4.8925
O 9.5789 21.8191 0.6264
N 12.6431 18.2263 -5.2816
N 4.5459 21.6290 -0.7284
N 12.6582 21.7350 -1.8794
N 9.3426 14.2063 1.6867
N 12.2429 15.6248 -0.3605
N 6.5672 13.8890 -3.6508
N 8.7956 23.3033 -6.8529
N 6.8589 23.5288 2.3196
N 10.9252 21.6042 2.9525
N 7.7044 18.9976 -2.4481
C 7.8959 14.8654 -5.7374
C 13.4191 20.8499 0.4078
C 2.5409 21.2135 1.1005
C 10.7425 24.8568 -7.7167
C 12.6727 21.8979 -0.3968
C 11.4502 16.1697 -2.7231
C 6.8623 18.1113 -1.5176
C 14.0327 21.3508 -2.3784
C 7.3557 22.6476 1.2173
C 7.0351 24.9568 1.9666
C 5.3992 23.7915 -1.9992
C 13.0815 16.8333 -0.1068
C 9.1243 18.5199 -2.4499
C 8.7865 22.9691 0.7610
C 14.8138 20.5933 -0.1280
C 10.3657 24.7016 -2.4182
C 13.0829 14.4884 -0.7565
C 6.6500 21.6452 -6.5277
C 6.4642 16.7871 -2.0746
C 10.7577 18.9344 2.4423
C 11.6700 20.6377 -2.1760
C 11.1349 12.2096 1.4532
C 10.4982 19.0550 -6.6013
C 11.6344 15.2241 0.9547
C 7.6082 16.1792 1.4230
C 7.2010 19.1660 -3.8409
C 14.7394 20.2617 -1.6061
C 10.8213 23.3007 -2.1061
C 7.4636 23.2352 3.6489
C 11.8977 24.0663 3.0819
C 5.3921 23.2603 2.4120
C 11.0932 15.8184 -1.3032
C 7.7105 20.3477 -1.8251
C 4.7496 13.3016 -1.7997
C 12.2227 22.9961 -2.5681
C 15.1418 19.3625 -5.7732
H 10.0851 21.6810 1.4555
H 7.4923 17.9953 -0.6393
H 12.0667 19.6632 -1.8977
H 13.8690 16.5449 0.5889
H 6.6588 22.6134 0.3833
H 7.2365 18.2260 -4.3837
H 12.1947 17.6758 -3.7499
H 11.1042 25.4181 -2.0295
H 6.1516 19.4555 -3.7685
H 6.9462 22.4375 4.1688
H 13.4049 21.2529 1.4239
H 11.5491 20.6031 -3.2585
H 7.4546 24.1538 4.2282
H 10.4867 16.5750 -0.8003
H 9.1827 17.5815 -2.9818
H 9.4312 25.0508 -1.9631
H 5.1773 22.2362 2.6866
H 9.3979 18.4145 -1.4021
H 13.4955 17.1469 -1.0586
H 10.5062 14.8987 -1.3266
H 5.7878 16.8379 -2.9389
H 8.0533 25.2861 2.1484
H 15.3202 19.8062 0.4278
H 13.1528 22.8696 -0.1837
H 9.2671 23.6431 1.4737
H 13.3747 14.5559 -1.7984
H 12.4696 15.0859 1.6469
H 10.7354 23.1318 -1.0338
H 6.8350 25.0752 0.9035
H 5.8592 16.2567 -1.3342
H 12.8391 19.9186 0.4199
H 13.9017 21.0620 -3.4186
H 13.9540 14.3846 -0.1138
H 10.0940 22.5957 -2.5205
H 12.0728 15.3549 -3.1197
H 6.0235 18.7582 -1.2703
H 15.3359 21.5496 -0.0031
H 6.6990 20.6710 -1.5916
H 7.7838 19.9574 -4.3003
H 11.1211 16.0691 1.4087
H 12.4677 17.5600 0.4206
H 8.4934 22.9219 3.4800
H 12.9342 23.7917 -2.3455
H 8.6459 23.4157 -0.2248
H 8.3082 20.3407 -0.9129
H 10.5425 16.1845 -3.3335
H 4.9895 23.4869 1.4246
H 14.6064 22.2761 -2.3007
H 4.9340 23.9795 3.0898
H 7.2887 15.2185 -2.8214
H 9.6918 19.3245 -2.9141
H 8.1512 21.0330 -2.5502
H 14.3242 19.2951 -1.9056
H 12.1886 22.8692 -3.6533
H 15.7708 20.2034 -1.9653
H 6.3121 25.5426 2.5267
H 7.2668 21.6521 1.6648
H 10.1793 24.9154 -3.4640
H 11.7086 22.1493 0.0344
H 12.5211 13.5678 -0.6010
H 11.0855 14.3033 0.8150
H 10.8039 20.8901 -1.5755
```

Output
Total energy ... -336366.0994 eV
Strongest force on any atom ... 0.1005 hartree/bohr
Energy above the lowest of the compared OMol25 structures with the same formula, charge and spin ... 0.00 kJ/mol
HOMO-LUMO gap ... 8.28 eV
LUMO ... 2.404 eV
HOMO ... -0.216 hartree
Charge ... -2

# 2
Below is C22H32AlBr2F12O9 as an isolated structure, with properties calculated with ωB97M-V/def2-TZVPD.

```
78
C22H32AlBr2F12O9 ωB97M-V/def2-TZVPD
Br 0.7145 -3.6822 -4.7334
Br -0.0669 -0.8523 -3.0748
Al -2.9453 -0.5143 -4.9431
F 6.3823 3.8598 -0.4831
F -1.6579 -1.5967 1.6658
F 4.4746 4.5933 0.2168
F -3.1165 5.4286 0.1460
F 5.0158 2.5180 0.5150
F 4.2751 -0.6920 7.5644
F 4.0766 0.4407 5.7350
F -0.9681 -3.1542 0.3334
F -4.1250 5.7961 -1.7351
F -0.7454 -3.3861 2.4712
F -2.7249 4.1583 -1.5569
F 2.5627 -0.9978 6.2725
O 5.0818 -1.7211 4.4315
O 0.7967 -0.9687 2.3808
O -4.9889 2.8204 -0.9592
O -5.5865 4.5265 0.3861
O -4.3763 -1.5579 -4.6255
O 1.5259 -2.1516 0.6096
O 4.9675 3.4987 -2.7392
O 4.6826 -2.9443 6.2729
O 3.3060 2.6138 -1.4949
C 5.3241 -4.0856 5.6710
C 6.8282 -4.0038 5.8117
C -6.7268 3.7759 0.8384
C 0.6848 -1.8562 1.4003
C 4.6370 -1.8477 5.5322
C 2.5512 2.2379 -2.6748
C 3.0349 0.9239 -3.2388
C -0.9171 -2.6864 -5.0904
C 5.1001 3.5455 -0.3354
C -6.3389 2.7890 1.9181
C 4.4615 3.2094 -1.6958
C 2.0893 0.8856 1.4733
C -4.0238 -1.9233 -2.1914
C -0.7083 -2.5072 1.4530
C -3.6821 -0.7921 -1.2085
C -4.8203 3.9085 -0.5091
C -3.6636 4.8351 -0.9231
C -1.2254 -1.5564 -4.4449
C 3.8758 -0.7481 6.2900
C -4.9481 -1.5001 -3.3461
C 2.0565 -0.2745 2.4461
C -1.7981 -3.2864 -6.1358
H -1.5224 -4.3220 -6.2972
H 5.0206 -4.1685 4.6291
H 4.0614 0.9966 -3.6011
H -3.8333 -1.1077 -0.1802
H 2.0235 0.5359 0.4435
H -5.8058 -2.1804 -3.3417
H 3.0156 1.4477 1.5873
H -2.8408 -3.2233 -5.8539
H 2.3944 0.6163 -4.0618
H -5.6552 2.0345 1.5309
H -5.3565 -0.5088 -3.1414
H -4.5414 -2.6903 -1.6220
H -7.1965 3.2775 -0.0083
H 2.8764 -0.9695 2.2705
H 7.2276 -3.1517 5.2633
H 4.9312 -4.9460 6.2073
H -2.9636 0.8617 -4.1199
H -7.2256 2.2853 2.3015
H -2.8356 -0.2911 -6.5411
H -1.6575 -2.7676 -7.0788
H 2.1417 0.0889 3.4685
H -4.3347 0.0576 -1.3590
H -2.6507 -0.4766 -1.2898
H 3.0051 0.1483 -2.4734
H 7.2890 -4.9104 5.4221
H 2.5977 3.0398 -3.4095
H 1.2464 1.5541 1.6509
H -3.1271 -2.3891 -2.5812
H 7.1074 -3.8903 6.8595
H 1.5216 2.1502 -2.3357
H -5.8420 3.3021 2.7421
H -7.4227 4.5185 1.2234
```

Output
Total energy ... -221056.1547 eV
Strongest force on any atom ... 0.0263 hartree/bohr
HOMO-LUMO gap ... 7.19 eV
LUMO ... 1.869 eV
HOMO ... -0.195 hartree
Charge ... -1

# 3
Below is C5H6Cl2NO2 as an isolated structure, with properties calculated with ωB97M-V/def2-TZVPD.

```
16
C5H6Cl2NO2 ωB97M-V/def2-TZVPD
Cl 1.6752 1.6366 -0.6835
Cl 4.5562 0.0061 0.2059
O -0.8328 -1.3685 -0.5290
O -2.9182 -0.7689 0.1620
N -1.7851 -0.3617 -0.0397
C 0.5734 0.4653 -0.5236
C 0.4657 -0.8170 -0.6268
C -1.2996 0.8195 0.0781
C -1.9017 1.8850 0.8767
C 1.6916 -1.7802 -0.5560
H 1.8875 -2.1482 -1.5063
H 2.5442 -1.2015 -0.2133
H 1.4812 -2.6045 0.1577
H -1.9455 1.4853 1.9534
H -1.2813 2.6652 0.8266
H -2.9108 2.0875 0.4180
```

Output
Total energy ... -35908.3766 eV
Strongest force on any atom ... 0.1269 hartree/bohr
Energy above the lowest of the compared OMol25 structures with the same formula, charge and spin ... 605.97 kJ/mol
HOMO-LUMO gap ... 7.25 eV
LUMO ... 3.114 eV
HOMO ... -0.152 hartree
Charge ... -1

# 4
Below is C27H27AsAuF3NO2PS as an isolated structure, with properties calculated with ωB97M-V/def2-TZVPD.

```
64
C27H27AsAuF3NO2PS ωB97M-V/def2-TZVPD
Au -0.1805 1.4528 -1.0876
As 0.7428 1.4053 1.6447
S -2.0271 -0.8333 -0.1803
P 1.2678 -1.4357 -3.4683
F -4.8182 -2.0137 -1.1328
F -3.2205 -3.2625 -1.8885
F -4.8554 -2.7021 -3.1719
O 1.4033 -0.0859 -2.8411
O 1.1896 2.2620 0.2528
N -1.6786 0.7050 -2.3109
C 0.2434 -2.5866 -2.5535
C 0.9985 -2.7412 2.2077
C 0.5536 -1.4296 2.2951
C 0.5482 -1.3699 -5.1111
C 2.9146 1.2407 3.5814
C -3.5018 -0.5572 -3.9269
C 3.8110 1.7853 4.4932
C -4.0384 -2.2434 -2.1927
C -3.2871 -1.0204 -2.6501
C 1.8711 3.4031 3.3313
C -3.5050 2.3405 3.3731
C -1.9027 1.1389 -3.5612
C 3.7387 3.1320 4.8189
C 2.8476 -2.2775 -3.6781
C 2.0332 -3.0696 1.3398
C -2.3593 -0.3713 -1.7787
C -2.6081 1.5715 4.1023
C 2.7685 3.9426 4.2386
C -0.9973 1.8068 2.3369
C 1.9447 2.0491 3.0039
C -3.1368 2.8657 2.1414
C 2.6120 -2.0926 0.5396
C -2.8095 0.5541 -4.4052
C 1.1444 -0.4580 1.4976
C 2.1635 -0.7807 0.6064
C -1.3468 1.3111 3.5896
C -1.8818 2.5985 1.6159
H 0.5319 -3.5075 2.8138
H 2.7149 4.9941 4.4938
H 4.5678 1.1568 4.9464
H 3.4140 -2.3545 -0.1408
H 2.7161 -3.2922 -4.0601
H 1.1174 4.0301 2.8746
H 2.9734 0.1915 3.3254
H -0.7205 -2.1277 -2.3150
H -0.2697 -1.1844 2.9526
H -1.5972 2.9861 0.6491
H -0.6351 0.7462 4.1792
H -0.4777 -1.0015 -5.0339
H -3.8332 3.4755 1.5804
H 2.5829 -0.0154 -0.0359
H 1.1298 -0.6701 -5.7126
H -4.2098 -1.0664 -4.5660
H 4.4419 3.5544 5.5269
H 0.7383 -2.8185 -1.6103
H 2.3812 -4.0941 1.2804
H -4.4942 2.5331 3.7690
H 0.0880 -3.5060 -3.1245
H -1.3057 1.9873 -3.8740
H 0.5475 -2.3537 -5.5866
H -2.8883 1.1785 5.0713
H 3.3448 -2.3136 -2.7072
H -2.9709 0.9419 -5.4015
H 3.4709 -1.7038 -4.3656
```

Output
Total energy ... -126831.2936 eV
Strongest force on any atom ... 0.0132 hartree/bohr
HOMO-LUMO gap ... 7.63 eV
LUMO ... 0.547 eV
HOMO ... -0.260 hartree
Charge ... 0

# 5
Below is an isolated ion of composition C4H8N2 and charge +2, with properties calculated with ωB97M-V/def2-TZVPD.

```
14
C4H8N2 ωB97M-V/def2-TZVPD
N 2.3511 -0.5417 0.0550
N -0.6313 -1.4827 -0.0977
C 1.1190 0.3889 -0.0696
C -1.6149 -0.3772 0.1246
C -0.2041 -0.2649 -0.0232
C -2.8991 0.0897 -0.0068
H -2.9254 1.0768 0.3044
H 2.4890 -1.1460 -0.7026
H 3.2819 -0.1239 -0.0542
H 1.0220 1.3040 0.6578
H -3.6505 -0.7367 0.1583
H 1.1147 0.9615 -1.0026
H 2.2200 -1.0596 0.8832
H -3.0302 0.2210 -1.1429
```

Output
Total energy ... -7235.5222 eV
Strongest force on any atom ... 0.1510 hartree/bohr
Energy above the lowest of the compared OMol25 structures with the same formula, charge and spin ... 194.10 kJ/mol
HOMO-LUMO gap ... 11.20 eV
LUMO ... -10.059 eV
HOMO ... -0.781 hartree
Charge ... +2

# 6
Below is C42H29F12N2O2V as an isolated structure, with properties calculated with ωB97M-V/def2-TZVPD.

```
88
C42H29F12N2O2V ωB97M-V/def2-TZVPD
V -0.3905 -0.1964 -0.1476
F 2.1662 -1.8965 -3.4451
F 1.1338 0.6449 3.6689
F 1.9614 -1.0602 -1.4932
F 2.5075 2.2591 3.5063
F 3.4836 0.0612 0.2193
F 4.0397 0.8518 2.1185
F 2.8032 -0.8965 2.0212
F 0.0752 -1.9902 -5.0497
F -1.6807 -2.3432 -3.8799
F 0.1538 -3.2822 -3.3442
F 2.0973 0.2118 -3.2439
F 0.4765 2.5555 2.9284
O 0.6696 0.2988 1.2080
O -0.5326 -1.2510 -1.6316
N 0.4721 1.2741 -1.3028
N -1.3889 -1.6077 0.9403
C 0.0972 -3.3752 0.3211
C 1.3213 2.2311 -0.9016
C 0.3776 -4.5410 -0.3603
C 1.5432 -0.9101 -2.7516
C 4.0755 5.3942 0.2762
C -3.2458 0.8632 -0.5504
C -0.6125 -5.1881 -1.0850
C -2.1888 1.7186 -4.5279
C -3.2715 -2.4820 2.2330
C -0.5720 0.3945 -3.2992
C 3.1429 4.2989 -0.1528
C -1.1918 -2.8132 0.3007
C -1.9494 2.7791 -3.6567
C -1.8844 -4.6406 -1.1269
C 2.7753 3.3004 0.7369
C -4.0110 2.9665 0.4417
C -1.9241 1.0893 -0.0742
C -3.2457 1.7989 -5.5970
C -3.5408 -0.0008 3.4126
C -4.8083 -0.4520 -1.8614
C 1.7748 3.2260 -1.8061
C -4.2937 1.7955 -0.2845
C -4.4664 -0.9977 3.7046
C -0.3667 -2.1262 -3.7716
C -2.5156 -0.2231 2.5262
C 2.9997 0.2964 1.4419
C -4.2921 -2.2453 3.1262
C -3.5540 -0.2612 -1.3426
C 2.6520 4.2157 -1.4512
C -0.3346 1.4648 -2.3960
C -1.0369 2.6596 -2.6325
C -0.0215 -0.9412 -2.8407
C 1.6859 1.1464 1.4027
C 1.4699 1.6607 2.8626
C -2.3815 -1.4531 1.8373
C 1.9022 2.2769 0.4001
C -5.5878 1.5366 -0.7814
C -1.7004 2.3131 0.5366
C -2.1838 -3.4836 -0.4361
C -1.4817 0.5398 -4.3342
C -5.8412 0.4473 -1.5681
C -2.7172 3.2302 0.8108
H 3.2176 3.3328 1.7211
H 5.0390 4.9883 0.5854
H -6.8362 0.2796 -1.9638
H -4.9638 -3.0572 3.3853
H -1.6703 -0.2778 -5.0142
H 4.2489 6.0910 -0.5413
H -2.4692 4.1492 1.3310
H -4.8135 3.6578 0.6754
H -3.1768 -3.0555 -0.5033
H -2.5074 3.7020 -3.7664
H -3.1471 -3.4807 1.8370
H -4.1709 1.3341 -5.2469
H -3.6212 0.9627 3.9043
H 1.4327 3.1540 -2.8272
H 1.3793 -4.9541 -0.3349
H -0.3850 -6.0911 -1.6365
H 0.8726 -2.8525 0.8735
H -3.4717 2.8332 -5.8538
H -6.3825 2.2353 -0.5464
H -5.2779 -0.8197 4.3992
H -1.7604 0.5299 2.3551
H 3.6598 5.9441 1.1213
H -0.9076 3.4750 -1.9349
H -2.6520 -5.1130 -1.7280
H -0.6973 2.5923 0.8323
H -2.7507 -0.9504 -1.5651
H -5.0094 -1.3022 -2.5008
H -2.9304 1.2745 -6.4991
H 2.9811 4.9287 -2.1977
```

Output
Total energy ... -109403.2343 eV
Strongest force on any atom ... 0.0343 hartree/bohr
HOMO-LUMO gap (alpha / beta) ... 5.49 / 6.06 eV
LUMO (alpha / beta) ... 4.527 / 4.527 eV
HOMO (alpha / beta) ... -0.035 / -0.056 hartree
Charge ... -2
2S+1 ... 3